No. 1
Below is a molecular structure, C49H64N4NiO2P in a non-equilibrium geometry, with properties calculated with ωB97M-V with the def2-TZVPD basis set.

Computed properties:
LUMO energy (alpha / beta): 0.0876 / 0.0875 hartree
⟨S²⟩: 2.05
Multiplicity: 3
Orbital gap (alpha / beta): 3.995 / 5.243 eV
Total charge: -1

Element x y z (Å)
Ni1 -0.251 0.595 0.426
C1 -4.073 2.348 1.490
C2 -4.599 1.127 0.727
C3 -3.848 -0.123 1.050
C4 -4.351 -1.260 1.667
C5 -5.732 -1.505 2.186
C6 -5.906 -1.095 3.654
C7 -3.277 -2.174 1.799
C8 -2.975 -3.485 2.112
C9 -1.555 -3.592 2.001
C10 -0.518 -4.404 2.424
C11 -0.638 -5.856 2.767
C12 -0.355 -6.780 1.575
C13 0.637 -3.587 2.434
C14 0.340 -2.284 2.049
C15 1.320 -1.216 2.378
C16 1.981 -0.397 1.538
N1 1.565 -0.210 0.250
C17 2.604 0.316 -0.471
C18 2.530 0.382 -1.833
C19 1.218 -0.166 -2.306
N2 0.109 0.626 -1.881
C20 -0.935 -0.255 -1.438
C21 -1.982 0.265 -0.551
C22 -2.482 -0.334 0.662
N3 -2.122 -1.511 1.384
C23 -0.546 -1.530 -1.767
C24 0.802 -1.474 -2.249
C25 1.617 -2.716 -2.458
C26 3.124 -2.533 -2.604
C27 -1.373 -2.766 -1.590
C28 -2.121 -3.130 -2.880
C29 3.714 0.615 0.471
C30 3.325 0.216 1.699
C31 4.103 0.253 2.978
C32 4.905 -1.032 3.224
C33 5.036 1.166 0.039
C34 5.958 0.083 -0.536
N4 -1.027 -2.357 1.631
C35 2.027 -4.038 2.780
C36 2.979 -4.003 1.578
H1 -4.561 3.273 1.166
H2 -2.994 2.452 1.350
H3 -4.245 2.224 2.562
H4 -4.566 1.331 -0.352
H5 -5.653 0.980 0.976
H6 -5.963 -2.570 2.082
H7 -6.464 -0.969 1.575
H8 -5.248 -1.687 4.294
H9 -6.937 -1.231 3.997
H10 -5.636 -0.045 3.786
H11 -3.652 -4.246 2.464
H12 -1.649 -6.053 3.138
H13 0.044 -6.111 3.584
H14 -1.056 -6.572 0.764
H15 -0.440 -7.838 1.846
H16 0.654 -6.604 1.192
H17 1.737 -1.322 3.377
H18 3.347 0.714 -2.463
H19 -2.606 1.063 -0.918
H20 1.231 -3.227 -3.347
H21 1.425 -3.392 -1.618
H22 3.365 -1.856 -3.428
H23 3.599 -3.498 -2.803
H24 3.558 -2.115 -1.695
H25 -2.097 -2.623 -0.787
H26 -0.740 -3.603 -1.284
H27 -2.637 -4.090 -2.783
H28 -1.433 -3.195 -3.727
H29 -2.865 -2.364 -3.112
H30 3.409 0.410 3.807
H31 4.785 1.108 2.967
H32 4.256 -1.908 3.160
H33 5.376 -1.023 4.210
H34 5.689 -1.149 2.473
H35 5.528 1.662 0.881
H36 4.870 1.928 -0.728
H37 6.213 -0.654 0.227
H38 6.886 0.511 -0.923
H39 5.457 -0.445 -1.351
H40 1.985 -5.056 3.178
H41 2.441 -3.414 3.581
H42 2.626 -4.682 0.797
H43 3.994 -4.301 1.858
H44 3.015 -2.998 1.150
C37 -0.762 2.148 -5.568
C38 -0.431 1.317 -4.319
P1 -0.167 2.153 -2.626
C39 -1.864 2.849 -2.702
C40 -2.542 3.657 -1.606
C41 1.312 3.049 -3.248
C42 2.361 3.670 -2.329
H45 -0.720 1.521 -6.462
H46 -0.057 2.969 -5.727
H47 -1.765 2.579 -5.538
H48 0.479 0.744 -4.505
H49 -1.208 0.562 -4.166
H50 -2.469 1.988 -2.987
H51 -1.789 3.474 -3.594
H52 -3.610 3.727 -1.827
H53 -2.151 4.672 -1.549
H54 -2.447 3.206 -0.623
H55 0.877 3.820 -3.893
H56 1.782 2.321 -3.907
H57 2.663 2.968 -1.554
H58 3.243 3.925 -2.923
H59 2.006 4.579 -1.850
O1 -0.157 2.544 1.100
C43 -0.112 3.387 0.211
O2 0.128 3.169 -1.036
C44 -0.299 4.840 0.600
C45 -0.736 5.116 1.885
C46 -0.944 6.431 2.286
C47 -0.703 7.471 1.401
C48 -0.259 7.196 0.115
C49 -0.063 5.879 -0.284
H60 -0.912 4.286 2.559
H61 -1.291 6.640 3.290
H62 -0.867 8.496 1.711
H63 -0.069 8.005 -0.580
H64 0.267 5.651 -1.288

Forces on atoms 1 to 2 (eV/Å):
Ni 0.42 0.21 0.72
C 0.02 -0.04 0.05

Results of the Mulliken charge analysis, in e, for atoms 1 through 4: atom 1 (Ni): 0.372, atom 2 (C): -0.729, atom 3 (C): -0.806, atom 4 (C): 0.444

No. 2
Below is 13 unconnected molecules or ions with the total composition C49H65F12NO39 in a non-equilibrium geometry, with properties calculated with ωB97M-V with the def2-TZVPD basis set.

Computed properties:
LUMO energy: 0.0046 hartree
Orbital gap: 8.994 eV
Total charge: 0

Element x y z (Å)
C1 5.231 -4.753 2.620
C2 4.121 -4.478 1.429
C3 4.792 -3.910 0.035
C4 3.683 -2.922 -0.663
C5 3.622 -3.058 -2.321
C6 3.874 -1.325 -0.335
C7 2.454 -0.721 0.273
O1 2.491 0.769 0.231
C8 1.172 1.340 0.561
C9 0.874 1.198 2.189
O2 4.961 -1.013 0.612
C10 5.924 -0.200 -0.145
C11 7.267 0.244 0.702
C12 8.397 0.665 -0.457
N1 7.798 1.569 -1.537
O3 7.870 -0.835 1.502
C13 7.276 -0.934 2.846
H1 4.717 -4.630 3.683
H2 5.756 -5.819 2.505
H3 6.113 -3.967 2.509
H4 3.324 -3.746 1.878
H5 3.635 -5.537 1.173
H6 5.858 -3.442 0.171
H7 4.895 -4.854 -0.688
H8 2.628 -3.230 -0.210
H9 3.295 -2.069 -2.857
H10 4.662 -3.441 -2.751
H11 2.798 -3.865 -2.548
H12 4.100 -0.736 -1.324
H13 1.598 -1.161 -0.431
H14 2.240 -1.147 1.351
H15 1.242 2.510 0.352
H16 0.285 0.906 -0.083
H17 1.580 0.425 2.725
H18 -0.256 0.835 2.314
H19 1.033 2.269 2.689
H20 6.274 -0.777 -1.106
H21 5.380 0.808 -0.445
H22 7.115 1.242 1.338
H23 9.395 1.070 0.002
H24 8.654 -0.357 -1.018
H25 7.329 0.989 -2.280
H26 7.139 2.274 -1.126
H27 7.128 -2.088 3.093
H28 7.880 -0.404 3.696
H29 6.176 -0.473 2.894
C14 -0.176 -7.267 -2.504
C15 0.865 -6.691 -3.402
O4 1.807 -6.145 -2.507
C16 1.718 -6.914 -1.385
O5 2.555 -6.930 -0.498
O6 0.579 -7.672 -1.379
F1 0.355 -5.686 -4.149
H30 -0.923 -6.528 -2.193
H31 -0.692 -8.118 -2.957
H32 1.355 -7.426 -4.049
C17 -3.736 3.103 4.016
C18 -2.249 3.210 4.054
O7 -1.823 1.868 4.116
C19 -2.794 1.158 3.474
O8 -2.657 0.011 3.083
O9 -3.937 1.891 3.316
F2 -1.840 3.839 5.178
H33 -4.180 3.023 5.013
H34 -4.200 3.941 3.490
H35 -1.812 3.695 3.175
C20 -2.314 -2.451 -2.447
C21 -2.376 -2.609 -3.928
O10 -1.911 -3.922 -4.139
C22 -2.253 -4.605 -3.010
O11 -2.267 -5.822 -2.924
O12 -2.586 -3.759 -1.987
F3 -1.527 -1.753 -4.540
H36 -1.325 -2.140 -2.095
H37 -3.058 -1.742 -2.073
H38 -3.382 -2.502 -4.349
C23 -0.289 -2.032 4.548
C24 -0.072 -3.187 3.631
O13 1.332 -3.266 3.529
C25 1.802 -2.781 4.712
O14 2.943 -2.940 5.112
O15 0.835 -2.102 5.401
F4 -0.574 -2.930 2.403
H39 -0.289 -1.070 4.025
H40 -1.219 -2.122 5.116
H41 -0.468 -4.137 4.005
C26 6.264 3.988 -3.074
C27 6.305 5.106 -4.058
O16 5.550 6.121 -3.437
C28 5.709 5.913 -2.099
O17 5.439 6.736 -1.241
O18 6.218 4.670 -1.837
F5 5.686 4.759 -5.209
H42 5.370 3.364 -3.178
H43 7.147 3.347 -3.135
H44 7.313 5.477 -4.274
C29 1.236 -0.439 -6.225
C30 2.509 -0.922 -6.832
O19 3.501 -0.222 -6.116
C31 2.961 -0.001 -4.885
O20 3.606 0.329 -3.904
O21 1.608 -0.202 -4.882
F6 2.589 -0.562 -8.133
H45 0.880 0.494 -6.673
H46 0.438 -1.184 -6.285
H47 2.673 -2.000 -6.733
C32 -0.965 -8.525 4.532
C33 -1.024 -7.606 5.704
O22 -0.892 -6.327 5.128
C34 -1.422 -6.445 3.878
O23 -1.739 -5.499 3.176
O24 -1.564 -7.755 3.509
F7 0.026 -7.811 6.531
H48 0.061 -8.778 4.243
H49 -1.520 -9.452 4.701
H50 -1.960 -7.661 6.270
C35 -8.089 5.980 6.117
C36 -7.872 4.825 5.200
O25 -6.468 4.746 5.098
C37 -5.998 5.231 6.281
O26 -4.857 5.072 6.681
O27 -6.965 5.910 6.970
F8 -8.374 5.083 3.972
H51 -8.089 6.942 5.594
H52 -9.019 5.890 6.685
H53 -8.268 3.875 5.574
C38 -11.402 1.647 2.922
C39 -10.593 2.897 2.861
O28 -10.106 3.039 4.176
C40 -10.012 1.768 4.658
O29 -9.379 1.458 5.654
O30 -10.709 0.880 3.885
F9 -11.374 3.964 2.579
H54 -12.427 1.822 3.266
H55 -11.439 1.128 1.960
H56 -9.752 2.854 2.160
C41 -0.463 -2.297 -10.212
C42 -0.422 -1.179 -11.197
O31 -1.177 -0.164 -10.575
C43 -1.018 -0.372 -9.238
O32 -1.288 0.451 -8.380
O33 -0.509 -1.615 -8.975
F10 -1.041 -1.526 -12.347
H57 -1.357 -2.921 -10.316
H58 0.420 -2.938 -10.273
H59 0.586 -0.808 -11.412
C44 0.537 4.007 -1.878
C45 0.611 4.709 -3.191
O34 -0.703 4.607 -3.693
C46 -1.501 4.556 -2.590
O35 -2.706 4.740 -2.608
O36 -0.784 4.280 -1.458
F11 1.442 4.062 -4.038
H60 0.673 2.924 -1.969
H61 1.265 4.393 -1.159
H62 0.897 5.764 -3.121
C47 -5.163 7.973 3.987
C48 -5.089 8.674 2.674
O37 -6.403 8.572 2.172
C49 -7.201 8.521 3.275
O38 -8.406 8.705 3.257
O39 -6.484 8.246 4.408
F12 -4.258 8.027 1.827
H63 -5.027 6.890 3.897
H64 -4.435 8.358 4.706
H65 -4.803 9.729 2.744

Forces on atoms 1 to 2 (eV/Å):
C 0.44 0.19 -0.33
C 0.85 -0.88 0.50

Results of the Mulliken charge analysis, in e, for atoms 1 through 4: atom 1 (C): -0.798, atom 2 (C): 0.577, atom 3 (C): -0.637, atom 4 (C): 0.478